# 1
ORCA calculation (the ωB97M-V functional and the def2-TZVPD basis) on 4 unconnected molecules or ions with the total composition C39H43ClF9NO10 in a non-equilibrium geometry.

Calculated values
SMILES string   [H]/N=C\Cc1cc(CC)c2c(c1)C(=O)c1ccc(Cl)c(CCCCCCOC(=O)C=C)c1C2=O.CCOC(=O)C(F)(F)F.CCOC(=O)C(F)(F)F.CCOC(=O)C(F)(F)F
HOMO level   -8.80 eV
Molar mass   892.2 g mol⁻¹
Gap between HOMO and LUMO   0.261 Ha
Max |F|   0.174 hartree/bohr

Each line ends with the Mulliken charge.
Cartesian coordinates (Å):
H 3.96150 2.94566 2.24368  0.275
N 3.90955 3.94544 1.88371  -0.561
C 3.02907 4.66670 2.68155  -0.140
C 2.33215 3.85854 3.94499  -0.427
C 1.38925 2.63187 3.35805  0.539
C 0.96497 2.49324 1.75771  -0.672
C 0.04821 1.22719 1.16555  0.540
C -0.35731 1.12685 -0.43824  -0.406
C 0.40168 -0.07959 -1.24837  -0.205
C -0.42835 0.09196 2.25474  0.412
C -0.06095 0.21587 3.88173  0.230
C 0.84088 1.48425 4.42250  -0.946
C -0.58817 -0.97731 4.92624  0.113
O -1.04236 -0.75114 6.16139  -0.547
C -0.47239 -2.52818 4.31311  0.116
C 0.01069 -3.79025 5.24734  -0.516
C 0.13779 -5.26840 4.54615  -0.412
C -0.22277 -5.42131 2.94282  0.073
Cl -0.02016 -7.15108 2.21495  -0.186
C -0.70456 -4.13712 2.01895  -0.013
C -0.99534 -4.40006 0.40210  -0.794
C 0.29960 -3.71449 -0.38638  0.650
C 1.74053 -4.40388 -0.01627  -0.515
C 2.90993 -3.21083 -0.09384  0.621
C 4.10739 -3.44422 1.05014  -0.604
C 4.52727 -1.98340 1.73649  -0.315
O 5.76220 -2.10284 2.57655  -0.321
C 5.41362 -2.31082 3.99107  0.434
O 5.87274 -3.43916 4.60054  -0.502
C 4.55364 -1.27328 4.93495  -0.172
C 3.29190 -1.73416 5.61004  -0.346
C -0.84675 -2.64715 2.68785  0.448
C -1.30847 -1.27357 1.85805  0.036
O -2.31321 -1.24826 0.96531  -0.576
H 2.80409 5.79668 2.42556  0.282
H 1.78899 4.55139 4.71606  0.359
H 3.22877 3.33055 4.52182  0.266
H 1.32796 3.28156 0.94890  0.160
H -0.02082 2.16850 -0.91253  0.208
H -1.54022 1.01491 -0.46662  0.245
H 0.80420 0.23555 -2.31292  0.369
H -0.34332 -0.98370 -1.34751  0.114
H 1.34799 -0.39051 -0.61790  -0.176
H 1.06686 1.50345 5.59030  0.239
H 0.28004 -3.58656 6.37288  0.393
H 0.51218 -6.16622 5.19890  0.318
H -1.07505 -5.53850 0.12546  0.353
H -2.00898 -3.87833 0.04778  0.306
H 0.31563 -2.58063 -0.01317  -0.864
H 0.15485 -3.71668 -1.54946  0.444
H 1.82039 -4.84378 1.06522  0.080
H 2.05475 -5.28868 -0.75148  0.239
H 2.44806 -2.16062 0.15779  -0.438
H 3.45098 -3.23073 -1.13247  0.179
H 5.06227 -3.88350 0.53507  0.210
H 3.76655 -4.20166 1.88271  0.238
H 4.82524 -1.25859 0.84805  0.226
H 3.62585 -1.50804 2.31306  0.271
H 4.85265 -0.15197 5.09929  0.274
H 2.66746 -1.01454 6.30482  0.229
H 2.93236 -2.83623 5.38481  0.165
C 4.71633 -4.58831 -6.43985  -1.104
C 3.54517 -4.63726 -5.47622  -0.235
O 3.43995 -3.40323 -4.75086  -0.224
C 2.77435 -2.38453 -5.38376  0.302
O 2.28659 -2.48046 -6.50663  -0.524
C 2.69234 -1.15379 -4.48179  0.876
F 3.87110 -0.88157 -3.85099  -0.250
F 1.76043 -1.30112 -3.49674  -0.169
F 2.35536 -0.01874 -5.15772  -0.263
H 5.63999 -4.33240 -5.91034  0.297
H 4.84974 -5.55304 -6.93693  0.373
H 4.56509 -3.82090 -7.20551  0.306
H 3.71111 -5.42778 -4.73732  0.324
H 2.60748 -4.87178 -5.99283  0.320
C -4.43957 5.15291 -0.17395  -1.033
C -3.58452 5.75409 -1.27399  -0.185
O -2.56516 6.59540 -0.71441  -0.336
C -1.42691 5.96217 -0.28461  0.377
O -1.25276 4.74849 -0.35247  -0.471
C -0.41115 6.97755 0.23716  0.751
F -0.97755 7.93067 1.03229  -0.254
F 0.20972 7.64842 -0.77524  -0.267
F 0.57991 6.40717 0.97962  -0.191
H -4.84985 5.93948 0.46791  0.324
H -5.26596 4.57548 -0.59732  0.331
H -3.84831 4.49331 0.46898  0.276
H -4.20477 6.38875 -1.91503  0.341
H -3.14810 4.97918 -1.91446  0.291
C -9.49232 1.98781 -3.50760  -1.105
C -8.63727 2.58898 -4.60764  -0.181
O -7.61791 3.43029 -4.04805  -0.298
C -6.47966 2.79706 -3.61826  -0.066
O -6.30551 1.58338 -3.68612  -0.518
C -5.46390 3.81245 -3.09649  1.351
F -6.03029 4.76556 -2.30136  -0.290
F -4.84303 4.48331 -4.10889  -0.265
F -4.47284 3.24206 -2.35403  -0.227
H -9.90260 2.77437 -2.86574  0.297
H -10.31871 1.41038 -3.93097  0.375
H -8.90106 1.32820 -2.86466  0.312
H -9.25752 3.22364 -5.24868  0.317
H -8.20085 1.81407 -5.24811  0.316

=====

# 2
ORCA calculation (the ωB97M-V functional and the def2-TZVPD basis) on a molecular structure, C39H43F3N3O3S3SbZn.

Calculated values
HOMO level   -12.80 eV
Molar mass   942.1 g mol⁻¹
ΔE to the lowest compared entry with this formula, charge and spin   48.3 kcal per mole
Gap between HOMO and LUMO   0.287 Ha
Max |F|   0.015 hartree/bohr
Charge   +2

Each line ends with the Mulliken charge.
Cartesian coordinates (Å):
Zn 0.17120 -0.92812 0.27250  2.293
O 0.07231 -1.32914 2.21931  -0.173
S -0.06660 -2.24658 3.42644  0.005
C 1.63202 -2.50322 4.03298  -0.833
C 2.35957 -1.30620 4.63210  -1.409
C 2.55401 -0.11097 3.68906  0.893
C 3.57858 -0.34580 2.57263  -0.853
S 3.18144 0.39777 0.96125  -0.408
O 2.08383 -0.47234 0.36658  -0.235
C 2.43188 1.92239 1.52901  1.780
C 1.11339 1.95189 1.69360  -0.637
C 0.63610 4.34020 0.99884  -1.965
C 1.71020 4.85012 2.00124  0.023
C 3.10006 4.30369 1.82235  -1.402
C 3.40589 3.01457 1.63899  -1.026
C -0.72153 -1.20359 4.71035  0.720
C -0.96687 -1.77222 5.95432  -0.741
C -1.45662 -0.96492 6.96854  -0.644
C -1.70792 0.38185 6.72800  -0.765
C -1.48610 0.92482 5.46946  -0.391
C -0.99233 0.12821 4.44442  0.235
H 2.15215 -2.91956 3.16606  0.483
H 1.52552 -3.30760 4.76621  0.638
H 3.32843 -1.66492 4.99148  0.467
H 1.81370 -0.96411 5.51169  0.430
H 2.87521 0.74423 4.28278  0.523
H 1.58976 0.15260 3.26209  -0.894
H 3.70829 -1.39999 2.31742  0.572
H 4.56442 0.05330 2.81867  0.487
H 0.55542 1.03096 1.56041  -0.114
H -0.20074 5.03716 0.98645  0.924
H 1.73104 5.92962 2.12806  0.833
H 3.91956 5.01067 1.90276  0.452
H 4.45497 2.73621 1.55107  0.554
H -0.78371 -2.82769 6.13128  0.389
H -1.65174 -1.39083 7.94420  0.432
H -2.09211 1.00646 7.52460  0.433
H -1.70317 1.96942 5.27838  0.377
H -0.83202 0.53320 3.45241  -0.060
N 0.12285 0.34964 -1.63911  -0.487
N -1.15250 0.51725 -2.16454  -0.339
C -2.24296 0.16510 -1.45710  0.822
N -3.41643 0.42713 -2.01714  -0.430
S -2.16692 -0.55931 0.07607  -0.623
H 0.53330 1.25164 -1.40285  -0.415
H 0.72811 -0.07501 -2.33351  0.358
H -1.25208 1.07638 -2.99722  0.257
H -3.50612 0.84402 -2.93050  0.211
H -4.25748 0.16687 -1.53048  0.229
F 4.62498 9.06130 -1.74686  -0.319
C 3.87455 7.96546 -1.60839  0.329
C 2.56704 8.10524 -1.18025  -0.723
C 1.78984 6.96400 -1.04213  -0.043
C 2.32563 5.70688 -1.32604  -0.173
C 3.64754 5.60211 -1.75820  -0.537
C 4.43438 6.73724 -1.90175  -0.589
Sb 1.18823 3.93761 -1.06692  1.477
C -0.67964 4.56851 -1.90574  -0.265
C -0.72348 5.29077 -3.09918  -0.615
C -1.93550 5.58627 -3.70985  -0.598
C -3.10055 5.14113 -3.11582  0.205
F -4.27274 5.41019 -3.70246  -0.318
C -3.09888 4.42872 -1.93107  -0.728
C -1.87750 4.14155 -1.33247  0.039
C 0.29368 3.16353 2.00231  2.150
C -1.16237 2.83994 2.15530  -0.891
C -1.95309 3.61978 2.88592  -0.606
C -1.37617 4.72242 3.65557  0.070
F -2.27341 5.49406 4.28524  -0.368
C -0.07630 4.91307 3.82319  -1.350
C 0.93365 4.06682 3.11438  0.191
H 2.17522 9.09161 -0.96838  0.462
H 0.75895 7.06101 -0.71928  0.447
H 4.07369 4.63087 -1.98552  0.356
H 5.46190 6.68279 -2.23774  0.471
H 0.19576 5.64349 -3.55879  0.445
H -1.98730 6.15485 -4.63096  0.466
H -4.03947 4.13088 -1.48296  0.529
H -1.87535 3.60031 -0.39031  0.351
H -1.56035 1.96532 1.64165  0.142
H -3.01948 3.44714 2.98142  0.553
H 0.28158 5.68036 4.50248  0.528
H 1.58580 3.56123 3.83305  0.339
C 1.35591 -4.35690 -2.14804  -0.706
C 1.84562 -4.62928 -0.71306  -0.558
C 0.76157 -3.99866 0.13322  -0.032
O 0.40927 -2.80220 -0.59830  -0.681
C 0.42314 -3.14443 -2.00892  -0.296
H 0.80658 -5.20998 -2.54054  0.315
H 2.18391 -4.14994 -2.82099  0.299
H 2.79833 -4.13351 -0.52995  0.260
H 1.95855 -5.69085 -0.50280  0.398
H 1.07852 -3.70548 1.12916  -0.180
H -0.11792 -4.64179 0.20769  0.283
H 0.77444 -2.27428 -2.56122  0.175
H -0.59450 -3.37628 -2.32049  0.325

=====

# 3
ORCA calculation (the ωB97M-V functional and the def2-TZVPD basis) on a gas-phase ion, C39H43N4O2 (charge +1) in a non-equilibrium geometry.

Calculated values
SMILES string   CCN(CC)C(=O)[C@@H]([C@H](/C=C/N1[C@H](Cc2ccccc2)C(=O)N(C)[C@H]1/C=C/c1ccccc1)c1ccccc1)[n+]1ccccc1
HOMO level   -10.21 eV
Molar mass   599.8 g mol⁻¹
ΔE to the lowest compared entry with this formula, charge and spin   0.0 kcal per mole
Gap between HOMO and LUMO   0.224 Ha
Max |F|   0.090 hartree/bohr
Charge   +1

Each line ends with the Mulliken charge.
Cartesian coordinates (Å):
C 3.19115 -2.89995 -3.37453  -1.315
C 2.96057 -2.15037 -2.09727  0.026
N 1.70137 -2.52443 -1.38097  0.490
C 1.68211 -3.94058 -0.87433  -0.588
C 1.86730 -4.04579 0.63301  -0.924
C 0.54051 -1.96595 -1.90833  -0.475
O 0.64487 -1.28807 -2.94105  -0.633
C -0.87152 -2.10188 -1.19710  -0.446
C -1.36172 -0.75615 -0.48670  1.423
C -0.30874 0.00190 0.25737  -0.306
C 0.61380 0.70981 -0.45431  -1.819
N 1.26699 1.79485 0.01742  0.384
C 2.46323 2.39097 -0.57975  0.078
C 3.50566 1.31899 -0.84806  -1.041
C 3.89445 0.60538 0.41031  0.315
C 4.98787 1.05870 1.15729  -0.449
C 5.30265 0.44744 2.37058  -0.786
C 4.52088 -0.61527 2.84748  -0.961
C 3.48095 -1.12288 2.05524  -1.243
C 3.21402 -0.54564 0.81067  1.569
C 2.89531 3.40885 0.47866  0.039
O 3.82685 4.19393 0.41252  -0.690
N 2.03998 3.25026 1.54153  0.447
C 2.23685 3.94728 2.81360  -1.028
C 1.01001 2.23021 1.36186  -0.335
C -0.37116 2.80187 1.63938  -1.270
C -0.81546 3.90164 0.99353  0.011
C -2.11731 4.51746 1.16967  0.897
C -2.42496 5.67682 0.41698  -0.489
C -3.64039 6.33336 0.57701  -0.553
C -4.59055 5.84061 1.48586  -0.443
C -4.30837 4.68496 2.22730  -0.662
C -3.08508 4.01938 2.07571  -0.413
C -2.61440 -1.08153 0.29432  -0.496
C -3.79313 -1.14703 -0.42992  -0.129
C -4.97870 -1.54710 0.19032  -0.825
C -5.00811 -1.72144 1.57205  -0.509
C -3.82147 -1.66789 2.30363  -0.874
C -2.60011 -1.40207 1.65471  -0.272
N -1.73224 -2.99826 -2.15930  0.632
C -1.79957 -2.72016 -3.49918  0.048
C -2.90597 -3.08897 -4.25535  -0.826
C -3.95616 -3.82602 -3.70143  -0.263
C -3.84251 -4.17922 -2.35575  -0.660
C -2.71311 -3.81893 -1.62891  0.032
H 4.08829 -2.55982 -3.86890  0.475
H 3.31137 -3.96964 -3.21328  0.350
H 2.37621 -2.75016 -4.07989  0.241
H 3.78825 -2.31258 -1.39873  0.515
H 2.92804 -1.07703 -2.28347  -0.243
H 0.71136 -4.36964 -1.13721  0.345
H 2.45409 -4.49451 -1.41960  0.489
H 2.11995 -5.08222 0.91330  0.444
H 2.66421 -3.39016 1.01230  0.023
H 0.94161 -3.77336 1.13952  0.266
H -0.77590 -2.77961 -0.31942  0.388
H -1.52987 -0.27703 -1.50097  0.626
H -0.30024 0.04455 1.35897  0.244
H 0.83568 0.51034 -1.51164  0.757
H 2.23096 2.94888 -1.50659  0.479
H 3.15585 0.65489 -1.63735  -0.104
H 4.38434 1.82629 -1.25276  0.765
H 5.55534 1.91837 0.79489  0.449
H 6.13273 0.82912 2.96916  0.396
H 4.76820 -1.10820 3.79736  0.411
H 2.84961 -1.93841 2.42573  0.402
H 2.44434 -0.96812 0.15198  0.252
H 3.10254 4.64424 2.75612  0.360
H 1.32392 4.52572 3.07072  0.281
H 2.42468 3.19244 3.61091  0.339
H 1.22122 1.43545 2.11163  0.680
H -0.99359 2.21161 2.29960  0.301
H -0.15357 4.37884 0.26679  0.170
H -1.67142 6.04296 -0.28450  0.358
H -3.85139 7.22792 -0.00524  0.377
H -5.54711 6.34979 1.61024  0.372
H -5.03850 4.29224 2.93422  0.383
H -2.85277 3.12108 2.65575  0.283
H -3.78985 -0.92617 -1.51121  0.471
H -5.86093 -1.74131 -0.42730  0.436
H -5.97029 -1.87465 2.06992  0.413
H -3.83573 -1.83321 3.37623  0.447
H -1.65797 -1.44135 2.22127  0.430
H -1.02917 -2.09037 -3.89807  0.608
H -2.96717 -2.70535 -5.26438  0.425
H -4.88416 -4.00050 -4.25832  0.404
H -4.66998 -4.63395 -1.81153  0.453
H -2.61986 -4.03644 -0.55210  0.371